No. 1
This record from the OMol25 dataset describes a 5-piece molecular cluster, C28H48N6O5 overall in a non-equilibrium geometry. The level of theory is the ωB97M-V functional and the def2-TZVPD basis.

**SMILES**: CC(=O)OC[C@]1(CCC(N)=O)C[C@@H](CCO)NC1=O.CCCC#N.CCCC#N.CCCC#N.CCCC#N
**2S+1**: 1
**Gap between HOMO and LUMO**: 9.8 eV

Structure (XYZ):
```
87
Properties=species:S:1:pos:R:3:forces:R:3
C 0.4556 -1.6051 -6.9237 -0.2 0.7 0.3
C 1.5921 -2.4807 -6.0796 -0.1 -6.6 -1.9
O 1.6362 -3.8035 -6.4014 -0.1 8.7 2.5
O 2.5305 -1.9172 -5.0968 -3.3 -1.2 -1.3
C 2.2276 -2.3432 -3.7217 0.5 -1.4 2.3
C 1.1376 -1.4079 -2.9279 1.1 1.7 -0.6
C -0.4562 -1.6133 -3.2996 -0.3 -0.3 0.1
C -1.2571 -2.6348 -2.2793 -0.7 -0.2 -1.0
C -0.8653 -4.2204 -2.4663 0.7 -3.3 5.0
N -0.7093 -4.9363 -3.7971 -0.7 2.4 1.5
O -0.7180 -4.9339 -1.3173 -0.6 4.4 -7.2
C 1.5874 0.1368 -3.3849 0.3 -1.1 0.4
C 1.0968 1.1778 -2.2180 1.2 0.1 -0.6
C 0.0590 2.3959 -2.5712 -1.1 1.0 -0.1
C -0.1415 2.6677 -4.1948 0.6 -2.2 0.4
O -0.9744 3.8429 -4.5011 1.2 -1.6 -1.6
N 0.7713 0.2172 -1.0766 0.1 -1.5 0.5
C 1.3766 -1.1805 -1.2897 1.6 -2.6 1.9
O 1.9558 -1.9764 -0.3874 -3.9 5.3 -5.7
H 0.7649 -1.4519 -8.0543 -0.3 -0.5 2.5
H -0.6058 -2.1498 -6.9282 2.7 0.8 0.2
H 0.2584 -0.5415 -6.4595 0.7 -2.1 -0.8
H 3.2487 -2.2492 -3.1108 -2.2 -0.1 -1.5
H 1.9576 -3.4912 -3.6994 0.4 2.3 -0.2
H -0.6255 -2.0572 -4.3921 0.8 1.0 2.3
H -0.9760 -0.5401 -3.3184 1.1 -2.3 0.3
H -2.4089 -2.5466 -2.5800 2.4 -0.2 0.7
H -1.1477 -2.3626 -1.1465 -0.1 -0.7 -2.2
H -1.3652 -4.5486 -4.5294 1.2 -0.2 1.1
H 0.2846 -4.8854 -4.1275 -1.2 -0.3 0.3
H 2.7744 0.1679 -3.2636 -2.6 -0.1 -1.1
H 1.1656 0.2189 -4.4733 1.2 0.5 2.1
H 2.0771 1.7749 -1.8941 -2.2 -1.5 -0.6
H -1.0012 2.2719 -2.0437 2.1 0.0 -1.3
H 0.5055 3.4052 -2.1365 -1.3 -2.7 -1.2
H 0.9399 2.7083 -4.6769 -2.1 0.3 0.9
H -0.6290 1.6632 -4.6167 0.8 2.1 0.6
H -1.0145 3.8719 -5.5185 0.1 0.0 2.4
H -0.2416 0.0002 -0.9151 1.1 0.7 -0.2
C 1.9323 3.1044 2.1638 0.1 -0.1 0.0
C 1.9839 4.6253 2.0591 0.2 -0.3 0.3
C 1.1074 5.1742 0.9315 0.5 -0.4 -0.9
C 1.5786 4.6181 -0.4023 2.6 -2.7 -7.4
N 1.9697 4.1569 -1.5088 -2.3 4.2 9.2
H 2.3150 2.6235 1.2580 -0.1 0.0 0.1
H 2.5498 2.7599 2.9993 -0.1 0.0 -0.1
H 0.9064 2.7572 2.3317 0.1 0.0 0.0
H 3.0249 4.9350 1.9053 -0.2 0.1 0.0
H 1.6563 5.0583 3.0105 -0.1 0.1 -0.2
H 1.1679 6.2673 0.9070 0.0 -0.2 -0.2
H 0.0596 4.8956 1.0884 0.1 0.0 -0.1
C 5.3192 -7.4670 -2.7074 0.1 -0.1 -0.1
C 4.7496 -6.3264 -1.8699 0.4 -0.1 -0.2
C 3.2364 -6.4325 -1.6706 -0.3 0.2 -1.0
C 2.5365 -6.3895 -3.0192 -4.2 0.2 -7.3
N 1.9560 -6.3536 -4.1380 4.8 -0.2 8.8
H 4.9069 -7.4690 -3.7215 0.0 0.0 0.1
H 6.4051 -7.3654 -2.7992 -0.1 -0.1 0.0
H 5.1049 -8.4377 -2.2458 0.0 0.1 -0.1
H 4.9950 -5.3736 -2.3549 -0.1 -0.1 0.2
H 5.2406 -6.3251 -0.8906 -0.2 0.1 -0.1
H 2.8796 -5.6012 -1.0536 -0.2 -0.1 -0.2
H 2.9802 -7.3679 -1.1611 -0.1 0.1 -0.2
C -2.4804 1.2822 5.1795 0.0 -0.2 0.1
C -3.2707 1.5188 3.8964 -0.2 -0.1 0.4
C -2.4441 2.2039 2.8063 0.1 1.0 0.5
C -1.9720 3.5627 3.2975 2.8 7.6 2.4
N -1.5805 4.6900 3.7050 -3.1 -8.9 -3.2
H -2.1532 2.2236 5.6322 0.0 0.0 -0.1
H -3.1014 0.7658 5.9183 0.2 0.0 -0.2
H -1.5950 0.6656 4.9870 -0.1 0.1 0.0
H -4.1536 2.1261 4.1306 0.1 -0.1 -0.1
H -3.6328 0.5561 3.5194 0.1 0.2 -0.1
H -3.0500 2.3384 1.9042 0.2 0.2 0.1
H -1.5735 1.5934 2.5428 0.0 0.2 0.1
C -5.5200 4.3915 9.2371 -0.1 0.1 0.0
C -4.1951 3.6720 9.4690 -0.3 0.1 0.3
C -3.6181 3.0609 8.1905 -0.8 -0.8 -0.2
C -4.5900 2.0372 7.6267 -5.3 -5.7 -3.3
N -5.3962 1.1879 7.1590 6.4 6.8 3.8
H -6.2966 3.7052 8.8847 0.1 0.1 0.0
H -5.8795 4.8359 10.1706 0.1 0.0 -0.2
H -5.4071 5.1935 8.4986 0.0 -0.1 0.1
H -4.3444 2.8880 10.2215 0.1 0.1 -0.2
H -3.4724 4.3831 9.8838 0.0 -0.2 -0.1
H -2.6637 2.5697 8.4065 -0.2 -0.1 -0.2
H -3.4377 3.8383 7.4400 -0.1 -0.2 0.0
```
Forces are in eV/Å.

Mulliken atomic charge list, values in e, 2 entries: C -0.684; C 0.589

No. 2
This record from the OMol25 dataset describes C28H49BrNP3Zn as an isolated structure in a non-equilibrium geometry. The level of theory is the ωB97M-V functional and the def2-TZVPD basis.

**ΔE to the lowest compared entry with this formula, charge and spin**: 1.464 eV
**2S+1**: 1
**Total charge**: +2
**Gap between HOMO and LUMO (spin up / spin down)**: 1.0 / 3.1 eV

Structure (XYZ):
```
83
Properties=species:S:1:pos:R:3:forces:R:3
N -7.0209 5.6640 -5.5640 2.9 -2.8 3.6
C -6.6292 6.2281 -4.4095 -1.0 2.1 -0.3
C -5.8646 5.5705 -3.4393 -0.2 -0.7 -0.5
C -5.4596 4.2316 -3.6488 -0.4 0.7 -1.0
C -5.8757 3.6426 -4.8672 0.2 0.7 0.6
C -6.6383 4.3894 -5.7685 -1.1 -0.1 -2.2
C -4.6598 3.5471 -2.6344 1.0 -1.0 0.7
Zn 0.2260 -0.0771 1.3500 0.3 0.2 1.6
P 6.4383 -1.0179 0.2907 -0.5 0.1 0.1
C -3.4548 2.9471 -2.8311 -1.2 0.5 -0.7
C -2.6358 2.2600 -1.8360 0.7 -0.6 1.0
C -1.5224 1.4988 -2.2653 -0.2 0.3 0.1
C -0.7015 0.8232 -1.3543 -0.1 0.1 0.4
C -0.9514 0.8761 0.0351 -0.5 1.1 -1.2
C -2.0668 1.6360 0.4650 0.3 -0.2 0.0
C -2.8886 2.3095 -0.4428 0.1 -0.1 -0.4
Br 1.7171 -1.2833 3.0228 0.4 0.6 -1.1
H -5.1023 3.5366 -1.6302 0.2 0.2 -0.3
H -3.0217 2.9663 -3.8402 -0.2 0.0 0.3
H -5.5792 6.0917 -2.5184 -0.3 0.0 -0.6
H -5.6086 2.6102 -5.1139 -0.3 0.5 -0.1
H -6.9437 7.2685 -4.2468 0.2 -0.4 0.0
H -6.9626 3.9348 -6.7150 0.1 0.1 0.4
H -1.3025 1.4429 -3.3389 0.0 0.0 0.5
H -3.7418 2.8838 -0.0648 0.4 -0.2 -0.1
H 0.1507 0.2467 -1.7333 -0.3 0.3 0.1
H -2.2972 1.7019 1.5350 0.1 0.1 -0.7
P -0.2297 -2.1244 0.3320 -1.0 -1.6 -0.6
C 5.8486 0.7615 0.4251 -0.3 -0.1 0.1
C 6.8985 1.7841 -0.0286 0.2 0.2 0.0
H 5.5203 0.9675 1.4633 0.3 -0.2 -0.4
H 4.9490 0.8366 -0.2146 0.2 0.1 0.4
H 6.7241 2.7672 0.4444 0.0 -0.4 -0.3
H 7.9212 1.4648 0.2424 -0.5 0.1 -0.1
H 6.8717 1.9208 -1.1240 0.1 0.0 0.4
C 5.5713 -1.4422 -1.3217 0.0 0.2 0.0
C 6.2106 -2.6013 -2.0971 0.0 -0.2 -0.1
H 5.6092 -0.5188 -1.9312 0.0 -0.4 0.2
H 4.5013 -1.6497 -1.1212 0.3 0.1 -0.1
H 5.9240 -2.5670 -3.1636 0.1 -0.1 0.4
H 7.3130 -2.5609 -2.0389 -0.5 0.0 -0.1
H 5.8889 -3.5801 -1.7007 0.2 0.4 -0.1
C 5.2697 -1.8040 1.5407 -0.3 0.2 -0.3
C 5.9367 -2.1764 2.8725 0.1 -0.1 0.2
H 4.7757 -2.6829 1.0810 0.4 0.3 0.1
H 4.4753 -1.0568 1.7268 0.1 -0.4 -0.1
H 5.3710 -2.9733 3.3885 0.2 0.4 -0.1
H 6.9686 -2.5402 2.7276 -0.4 0.1 0.0
H 5.9867 -1.3020 3.5449 0.0 -0.4 -0.3
C -0.1682 -3.5105 1.5702 0.1 0.2 0.5
C -1.3198 -4.5233 1.6105 -0.3 0.0 -0.3
H -0.0965 -2.9860 2.5394 0.0 -0.6 -0.5
H 0.8048 -4.0099 1.4016 -0.4 0.3 0.1
H -2.2488 -4.0486 1.9683 0.3 -0.2 -0.2
H -1.5212 -4.9835 0.6295 0.1 0.1 0.4
H -1.0731 -5.3348 2.3183 0.0 0.4 -0.3
C 0.8826 -2.6131 -1.0757 0.5 0.0 0.4
C 0.3208 -2.6072 -2.5032 -0.2 0.0 -0.3
H 1.2375 -3.6254 -0.8127 -0.1 0.4 -0.1
H 1.7740 -1.9648 -0.9877 -0.3 -0.2 -0.1
H -0.1592 -3.5698 -2.7489 0.1 0.5 0.2
H -0.4188 -1.8070 -2.6660 0.4 -0.3 0.0
H 1.1430 -2.4565 -3.2251 -0.4 -0.1 0.4
C -1.9591 -2.0223 -0.3453 0.3 -0.6 -0.8
C -3.0996 -1.5353 0.5570 0.2 0.3 0.5
H -2.1695 -3.0482 -0.6987 0.1 0.3 0.1
H -1.8563 -1.4124 -1.2615 -0.2 -0.2 0.6
H -3.8456 -0.9541 -0.0118 0.4 -0.3 0.2
H -3.6223 -2.3645 1.0595 0.3 0.3 -0.2
H -2.6936 -0.8714 1.3412 -0.4 -0.2 -0.3
C 0.0001 0.7844 5.0944 1.7 0.2 0.2
P -0.8832 0.3999 3.5249 0.3 0.4 2.5
C -1.4417 -1.2372 4.1177 -1.4 -0.5 0.0
C -2.1309 1.6943 3.9345 -1.6 -0.2 -0.3
H 0.8040 0.0479 5.2840 -0.3 0.5 -0.2
H -0.6690 0.7593 5.9798 0.1 0.0 -0.8
H 0.4661 1.7893 5.0185 -0.2 -0.6 0.2
H -1.9948 -1.1116 5.0715 0.2 0.0 -0.6
H -2.1317 -1.6989 3.3870 0.3 0.0 0.4
H -0.5986 -1.9140 4.3327 -0.3 0.6 -0.3
H -2.4163 1.6747 5.0062 0.5 -0.1 -0.6
H -1.7314 2.7012 3.6904 -0.2 -0.7 0.0
H -3.0904 1.5068 3.4143 0.4 0.4 0.0
```
Forces are in eV/Å.

Mulliken atomic charge list, values in e, 2 entries: N 0.016; C -0.372

No. 3
This record from the OMol25 dataset describes C28H49Cl2MnN2PS3 as an isolated structure in a non-equilibrium geometry. The level of theory is the ωB97M-V functional and the def2-TZVPD basis.

**2S+1**: 6
**Total charge**: +2
**Gap between HOMO and LUMO (spin up / spin down)**: 3.8 / 3.2 eV
**⟨S²⟩**: 8.765

Structure (XYZ):
```
86
Properties=species:S:1:pos:R:3:forces:R:3
C -2.9237 -0.2611 -1.4620 0.0 0.5 0.3
C -4.1713 -0.1062 -0.5789 -0.1 -0.1 -0.4
C -5.2407 -1.2217 -0.6712 0.3 0.1 0.2
C -4.7892 -2.5797 -1.1878 0.0 -0.1 0.2
C -3.6881 -3.2776 -0.3721 -0.4 0.0 -0.3
C -3.8095 -3.1780 1.1454 0.5 -0.2 0.1
C -2.4669 -3.5209 1.8227 -0.3 0.2 -0.4
C -1.6645 -2.2317 1.9182 0.2 0.0 -0.6
N -0.3399 -2.2706 2.5587 0.1 -0.4 0.7
C -0.3239 -2.0632 4.0158 -0.4 0.4 0.3
C 0.8935 -1.2380 4.4115 -0.1 0.3 -0.6
C 0.6763 0.2278 4.0050 0.1 0.0 0.4
C 1.9432 1.0016 3.6837 -0.2 0.3 0.2
C 1.6974 2.4284 3.1720 0.2 -0.4 -0.4
C 0.6805 2.5774 2.0263 0.0 0.5 0.1
C -0.4210 3.5917 2.3192 -0.2 0.0 -0.3
C 0.1041 5.0154 2.4367 0.0 0.0 0.1
C 0.4308 -3.3668 2.1553 -0.2 0.2 -0.4
S 0.6244 -4.7840 2.8979 0.2 -0.1 0.2
S 1.2098 -3.1960 0.5797 -0.1 -0.2 -0.1
C 1.2623 -1.4045 0.3010 0.2 -0.7 -0.1
C 2.5228 -1.1311 -0.5191 -0.5 0.3 0.5
C 2.6882 0.3933 -0.6238 -0.5 -0.2 -0.1
P 3.4812 1.1004 -2.1040 1.3 -0.9 0.1
S 5.0592 -0.4487 -2.3731 -0.2 -0.2 -0.3
C 2.2642 2.6488 -2.3141 -1.1 -0.1 0.2
Cl 2.9910 4.1678 -2.2725 0.2 0.2 -0.1
C 0.9544 2.5306 -2.6516 0.5 -0.1 0.5
C 0.1167 1.2846 -2.6294 0.5 0.5 -0.4
Cl 0.0391 3.8501 -3.3482 -0.1 0.2 -0.5
C 3.0825 0.7332 -3.8870 0.0 0.5 -0.2
C 3.4703 1.7001 -4.8390 -0.3 -0.5 -0.2
C 3.1059 1.4928 -6.1813 0.0 0.2 0.1
C 2.4163 0.3222 -6.5464 0.1 0.2 0.3
N 2.0708 -0.6083 -5.6447 -0.3 0.4 -0.2
C 2.3939 -0.3939 -4.3664 0.2 -0.1 0.5
H -2.5821 0.7385 -1.7419 -0.1 0.1 -0.1
H -2.0977 -0.7035 -0.9107 0.1 -0.4 -0.1
H -3.1124 -0.8081 -2.3788 0.0 -0.2 -0.1
H -3.8610 0.0408 0.4525 0.1 0.0 0.1
H -4.6511 0.8177 -0.8891 -0.1 0.2 0.2
H -6.0665 -0.8547 -1.2734 -0.1 -0.1 -0.2
H -5.6526 -1.3699 0.3233 -0.2 0.1 0.1
H -4.4674 -2.5061 -2.2246 0.0 0.0 -0.2
H -5.6572 -3.2363 -1.2009 -0.2 0.0 0.0
H -2.7097 -2.9526 -0.7268 0.2 0.2 0.2
H -3.7463 -4.3372 -0.6146 0.2 -0.1 -0.1
H -4.0994 -2.1836 1.4772 -0.2 0.1 0.0
H -4.5723 -3.8777 1.4742 -0.2 0.0 0.1
H -2.6096 -3.9985 2.7857 0.1 0.0 0.2
H -1.9584 -4.2033 1.1449 0.2 -0.3 0.3
H -1.5058 -1.8901 0.8923 -0.1 0.1 -0.1
H -2.2735 -1.4727 2.3984 0.2 0.2 0.3
H -1.1963 -1.4597 4.2591 -0.2 0.0 0.0
H -0.4293 -2.9903 4.5715 0.2 -0.2 0.0
H 1.0793 -1.2839 5.4785 0.1 -0.3 0.1
H 1.7590 -1.6236 3.8687 0.2 -0.2 0.2
H 0.2014 0.7340 4.8463 -0.2 0.1 0.0
H -0.0377 0.2684 3.1857 0.0 -0.1 -0.2
H 2.5947 0.4506 2.9991 -0.1 -0.1 -0.2
H 2.5016 1.1002 4.6132 0.3 -0.1 0.0
H 2.6537 2.8056 2.8133 0.2 0.2 0.2
H 1.4131 3.0618 4.0083 -0.1 0.1 0.1
H 0.2254 1.6301 1.7430 0.0 -0.2 0.0
H 1.2036 2.9748 1.1510 0.1 -0.2 -0.3
H -0.9941 3.3042 3.1977 0.1 -0.1 0.2
H -1.1280 3.5707 1.4876 -0.2 -0.1 0.0
H 0.2798 5.4412 1.4501 0.1 0.1 -0.1
H -0.6062 5.6568 2.9472 -0.1 0.1 0.0
H 1.0402 5.0735 2.9862 0.1 0.0 0.1
H 0.3658 -1.1185 -0.2480 -0.1 0.3 0.1
H 1.2980 -0.9393 1.2801 -0.2 0.3 0.1
H 2.4253 -1.6414 -1.4724 0.3 0.0 -0.2
H 3.3590 -1.5397 0.0340 0.3 -0.3 -0.3
H 3.3079 0.7295 0.2074 0.2 0.2 0.0
H 1.7173 0.8539 -0.4613 0.0 0.3 0.0
H 4.5163 2.0196 -1.8999 -0.3 0.3 0.0
H 5.4706 -0.5662 -1.1052 0.0 0.1 0.2
H 0.5032 0.4279 -2.1006 0.2 -0.1 0.2
H 0.0981 0.9615 -3.7007 -1.4 -1.5 0.6
H -0.9162 1.4900 -2.3742 -0.1 -0.1 0.1
H 4.0159 2.5879 -4.5496 0.0 0.1 0.0
H 3.3685 2.2204 -6.9375 0.1 0.0 -0.1
H 2.1515 0.1599 -7.5812 -0.1 -0.2 -0.1
H 2.0695 -1.1460 -3.6629 0.0 -0.3 0.0
Mn 0.9718 1.7991 -4.8990 1.1 1.0 -0.5
```
Forces are in eV/Å.

Mulliken atomic charge list, values in e, 2 entries: C -0.556; C -0.532

Question: Which of these has the highest 2S+1?
Answer: C28H49Cl2MnN2PS3

Question: Which of these has the highest 2S+1?
Answer: C28H49Cl2MnN2PS3

Question: Look up the 2S+1 of the second one.
Answer: 1

Question: Number 2 is which compound?
Answer: C28H49BrNP3Zn